5 unconnected molecules or ions with the total composition C13H33N4O7 at a distorted geometry. Source: the Open Molecules 2025 dataset; level of theory: the ωB97M-V functional and the def2-TZVPD basis.

The value obtained for the total energy is -34265.172 eV. As for the HOMO energy (spin up / spin down): -21.1 / -21.1 eV. The HOMO-LUMO gap (spin up / spin down) is 10.1 / 4.7 eV. Its charge is +4. Its strongest force on any atom is 0.1286 Eh/bohr. Its spin multiplicity is 2.

```
57
Properties=species:S:1:pos:R:3:lowdin_spin:R:1
O -0.3281 -1.7188 0.3459 0.029
O 0.6978 3.9580 0.4513 0.000
O 0.7895 4.2938 -3.2953 0.000
O -3.5654 -0.9813 -0.1294 0.000
O 0.1195 0.1776 -0.6549 0.591
O 3.6917 -4.8466 1.6749 0.004
O 1.6847 -0.8291 0.5244 0.349
N -4.4063 -2.1756 1.8100 0.000
N 1.8602 -3.3867 1.7795 0.010
N 2.1840 2.1085 0.8225 -0.003
N 1.3168 2.5596 -4.9594 0.000
C 0.5010 -0.7763 0.0721 0.017
C -5.5675 -0.0148 1.0070 0.000
C -0.7277 2.4022 -3.4092 0.000
C 0.7432 -3.5618 2.8423 0.001
C 1.1758 3.3756 -6.2963 0.000
C 1.0624 3.1082 1.2314 0.000
C 3.2060 -3.8224 2.1839 0.000
C 2.8977 2.5936 -0.5264 0.000
C 0.5108 3.1704 -3.7993 0.000
C 0.2477 2.6173 2.4011 0.000
C -4.4322 -1.0367 0.7967 0.000
C -3.8186 -3.5125 1.2452 0.000
C 3.9708 -2.8362 2.8795 0.000
H -2.7741 -3.3757 0.9655 0.000
H -0.1583 -3.3650 2.2620 0.000
H -1.0825 -1.2453 -0.0122 0.003
H 2.2796 2.4281 -4.6841 0.000
H 4.7579 -2.4581 2.2271 0.000
H 1.8285 1.1704 0.7050 -0.003
H 1.7491 2.9046 -7.0948 0.000
H 0.0879 3.3760 -6.3632 0.000
H 1.9539 -2.4939 1.3167 0.004
H -5.3307 -2.4058 2.1457 0.000
H 1.5488 -3.9292 0.9865 0.000
H -1.0442 2.9538 -2.5240 0.000
H 2.8223 2.0048 1.5984 0.000
H -1.4130 2.6137 -4.2301 0.000
H -0.6165 3.2346 2.6463 0.000
H 3.3827 3.5096 -0.1889 0.000
H -0.2011 1.6334 2.2648 0.000
H -5.4757 0.7163 1.8103 0.000
H -3.8020 -4.1201 2.1500 0.000
H 2.1631 2.7484 -1.3167 0.000
H 1.5939 4.3614 -6.0926 0.000
H -6.4421 -0.5987 1.2938 0.000
H -3.8928 -1.8824 2.6288 0.000
H -5.7871 0.5295 0.0886 0.000
H -4.4353 -3.8247 0.4024 0.000
H 3.6316 1.8191 -0.7488 0.000
H 0.9553 2.6558 3.2293 0.000
H -0.5972 1.3355 -3.2270 0.000
H 0.9133 -2.8579 3.6569 0.000
H 0.7428 -4.5584 3.2837 0.001
H 4.5535 -3.3219 3.6622 0.000
H 3.3211 -2.0537 3.2716 0.000
H 0.9532 1.6295 -5.1106 0.000
```



A molecular structure, C10H20GeIrNO5S at a distorted geometry. Source: the Open Molecules 2025 dataset; level of theory: the ωB97M-V functional and the def2-TZVPD basis.

The value obtained for the total energy is -92614.259 eV. As for the HOMO energy (spin up / spin down): -4.2 / -4.0 eV. The HOMO-LUMO gap (spin up / spin down) is 7.0 / 6.3 eV. Its charge is -1. Its strongest force on any atom is 0.0621 Eh/bohr. Its spin multiplicity is 2.

```
39
Properties=species:S:1:pos:R:3:lowdin_spin:R:1
Ir 0.2376 0.0368 0.4920 0.313
Ge -2.7492 -1.1688 -0.5688 0.001
S 0.7088 -2.1134 0.4694 0.569
O 2.4040 0.6169 3.9518 0.000
O 0.7386 0.4271 -1.5875 -0.002
O 2.4385 0.4485 -3.0445 0.000
O 0.1824 2.3134 0.2814 0.004
O 0.7196 0.3272 2.5121 -0.003
N 2.4507 0.6355 0.4370 0.027
C 2.9238 -0.0623 -0.7648 0.020
C 2.9539 0.0903 1.6965 0.007
C 2.6034 2.0894 0.3119 0.001
C -2.6014 -2.9581 0.2047 0.019
C -1.8124 0.1845 0.4708 -0.002
C 1.3889 2.8100 0.8823 0.000
C 1.9699 0.3701 2.8369 0.000
C -4.6952 -0.8514 -0.6476 0.000
C 1.9858 0.2834 -1.9251 0.002
C -2.0610 -1.1588 -2.3962 0.000
H 2.8517 -1.1350 -0.5855 0.019
H 2.6908 2.3349 -0.7484 0.000
H -4.9384 0.1002 -1.1260 0.000
H -5.1620 -1.6548 -1.2232 0.000
H 3.5106 2.4432 0.8118 0.000
H 3.0131 -0.9935 1.5992 0.007
H -3.3497 -3.6271 -0.2286 0.002
H -1.9772 1.1795 0.0438 0.001
H -2.1534 0.1792 1.5105 -0.001
H 0.3119 2.2424 -0.6815 0.000
H -5.1298 -0.8540 0.3548 0.000
H 3.9506 0.1937 -1.0423 0.000
H 1.2835 2.6320 1.9479 0.000
H -1.6097 -3.3707 0.0300 0.016
H -0.9743 -1.2394 -2.3580 0.000
H -2.3060 -0.2176 -2.8942 0.000
H -2.4581 -1.9851 -2.9900 0.000
H -2.7623 -2.9143 1.2845 0.000
H 1.4845 3.8845 0.7122 0.000
H 3.9376 0.4816 1.9707 0.000
```



2 unconnected molecules or ions with the total composition C3H10NOS. Source: the Open Molecules 2025 dataset; level of theory: the ωB97M-V functional and the def2-TZVPD basis.

The value obtained for the total energy is -17646.917 eV. As for the HOMO energy: -2.8 eV. The HOMO-LUMO gap is 6.7 eV. Its charge is -1. Its strongest force on any atom is 0.0065 Eh/bohr.

```
16
Properties=species:S:1:pos:R:3:mulliken_charge:R:1
S 0.1678 -1.9560 -0.9388 -0.681
O 0.0781 -1.4522 2.2096 -0.655
N 0.1362 2.0776 -0.1523 -0.447
C -0.4095 0.7498 -0.4765 -0.261
C 0.6840 -0.2103 -0.9348 -0.791
C -0.7638 2.8437 0.7134 -0.843
H -1.1304 0.8885 -1.2820 0.214
H 1.5524 -0.0580 -0.2900 0.255
H -0.5474 2.6926 1.7744 0.277
H -0.6848 3.9127 0.5146 0.275
H 0.9997 1.9271 0.3539 0.237
H 1.0127 0.0698 -1.9405 0.307
H -0.1197 -1.6143 1.2527 0.206
H -1.8011 2.5313 0.5539 0.324
H 0.8439 -2.0252 2.3128 0.312
H -0.9154 0.2965 0.3855 0.272
```



10 unconnected molecules or ions with the total composition C51H51N9O2 at a distorted geometry. Source: the Open Molecules 2025 dataset; level of theory: the ωB97M-V functional and the def2-TZVPD basis.

The value obtained for the total energy is -71200.532 eV. As for the HOMO energy: -8.0 eV. The HOMO-LUMO gap is 8.1 eV. Its charge is 0. Its strongest force on any atom is 0.3271 Eh/bohr.

```
113
Properties=species:S:1:pos:R:3:mulliken_charge:R:1
O -2.3075 6.8276 4.0308 -0.607
O -3.3085 1.5496 3.2658 -0.223
N 7.0145 -0.2364 1.1808 -0.654
N 3.3835 3.5136 0.9308 -0.541
N 2.2555 -2.0164 3.6518 -0.442
N 1.3645 0.1106 0.2578 0.479
N 1.3615 -6.3504 -1.3942 -0.650
N -3.3345 -2.8744 -4.9172 -0.513
N -3.7985 4.3106 -1.2192 -0.540
N 3.8645 -1.3094 -3.7682 -0.414
N -6.1665 1.6696 -0.0322 -0.455
C -2.7645 3.1226 4.8128 -1.379
C -0.2455 0.1236 -1.5852 -1.362
C 3.2485 -4.6444 3.1658 -0.220
C -5.1055 1.1256 0.4768 0.961
C -5.1485 -0.0894 1.0978 -0.480
C 1.9125 -4.2264 2.8848 -0.245
C 4.0965 -3.6014 3.6628 -0.042
C 2.5005 -5.8344 -0.8562 -0.853
C 0.2975 0.3426 1.0818 -1.240
C 1.4315 -2.8644 3.0738 -0.297
C 4.0245 -3.6184 -5.4022 -0.730
C -2.6575 4.9576 -1.0392 -0.367
C 4.8565 -2.5334 -5.6522 -0.485
C 2.1305 3.4006 1.1868 -0.631
C 4.1635 4.0796 1.9408 -0.298
C -1.4115 0.4226 -0.7222 0.514
C 4.5955 -0.1544 1.4918 -0.472
C 2.6325 -4.5404 -0.2822 -0.342
C 3.6185 4.5286 3.1038 -0.422
C -1.5065 4.7076 -1.8082 -0.678
C 2.2565 4.6266 3.2408 -0.951
C -2.6655 2.9186 -2.8712 -1.163
C 3.6065 -2.3274 3.8168 -0.622
C -2.6505 3.6076 2.4538 0.856
C -3.5375 -2.0734 -2.6012 -0.485
C -0.9965 0.4576 0.6298 -0.155
C 0.2845 -5.5054 -1.5152 -0.644
C -4.7705 -1.4274 -2.9812 -0.075
C -7.2885 0.9736 0.0348 -0.486
C 4.4745 -1.1494 0.5468 0.826
C -2.9655 2.7226 3.4528 0.461
C -3.7545 3.2126 -1.9882 -0.102
C 1.4435 -3.6644 -0.2022 0.676
C -2.2465 4.9656 2.5858 -0.266
C -4.4155 -2.2174 -5.2772 -0.390
C 0.4115 -4.1774 -0.9562 -0.348
C 1.4815 3.9826 2.3298 0.157
C -2.6105 4.6366 5.0268 -0.660
C -7.4955 -0.3044 0.7108 -0.799
C 3.0065 -2.3674 -3.6222 0.172
C 1.1365 0.0316 -1.0912 -0.662
C -5.1735 -1.4774 -4.3732 -0.695
C -1.4645 3.6946 -2.6952 -0.152
C 5.6225 -1.4484 -0.2982 -0.309
C 6.8785 -1.0534 0.0688 -0.170
C -6.3615 -0.8104 1.3508 -0.813
C 2.9795 -3.5094 -4.4852 -0.297
C -2.8465 -2.6904 -3.7282 -0.307
C 5.9825 0.1666 1.8878 -0.523
C -2.3835 5.4986 3.9608 0.683
C 4.7565 -1.4534 -4.7732 -0.273
H 4.1925 4.7256 4.0888 0.236
H 1.8275 4.8936 3.9638 0.950
H 3.9705 -4.3004 -6.0122 0.640
H -0.5305 3.3856 -3.3382 0.258
H 1.5685 -2.6474 0.1348 0.030
H 0.5235 0.3036 2.1108 0.791
H 5.4865 -2.0024 -1.2822 0.159
H -2.4815 5.0846 6.0718 0.273
H 1.9235 -0.1894 -1.9662 0.013
H -0.6325 -5.7664 -1.8892 0.554
H 7.7985 -1.5834 -0.5712 0.203
H 5.6465 -2.5844 -6.3412 0.422
H 3.4345 -1.3164 0.2338 -0.169
H -2.1545 5.6746 1.7608 -0.130
H -3.2135 0.9186 3.8128 0.245
H 5.2595 -0.5274 -4.9002 0.443
H 2.2785 -2.2554 -2.8812 0.376
H 5.8605 0.9116 2.6498 0.397
H -4.7465 -2.3344 -6.2762 0.386
H 1.1185 -4.9114 2.5358 0.335
H 5.1605 3.9306 1.5348 0.510
H -6.4695 -1.7474 1.9618 0.321
H -2.7045 2.1976 -3.4442 1.064
H -2.4775 0.5696 -1.1412 0.369
H 2.2185 -4.4404 -4.1872 0.153
H -0.7745 5.3106 -1.5962 0.679
H 4.3875 -1.7474 4.1648 0.445
H -8.2145 -0.7984 0.6758 0.870
H -4.5645 2.3936 -1.8272 0.424
H -0.4455 -0.0794 -2.5282 1.043
H -1.8285 0.4196 1.3338 0.277
H -4.2065 1.5796 0.1658 -0.182
H -3.4285 -2.1094 -1.6072 0.802
H -2.6875 5.8396 -0.3862 0.636
H -1.8175 -3.0834 -3.5292 0.395
H 3.4675 -4.1594 0.2008 0.749
H 5.0375 -4.2224 3.8088 0.287
H 3.4085 -6.1934 -0.7492 0.595
H -8.1765 1.5676 -0.2082 0.424
H 0.2615 3.8286 2.4498 0.010
H 0.4645 -2.5004 2.7848 0.558
H 3.5565 -5.6984 2.7268 0.287
H -0.5615 -3.6124 -0.9262 0.203
H -2.7175 2.7106 5.5958 0.871
H -2.3185 7.1446 3.0008 0.399
H -4.3795 -0.6174 1.5378 0.557
H -5.4375 -1.0444 -2.1592 0.265
H 3.7405 0.2466 2.0148 0.654
H -2.8395 3.2236 1.3008 -0.507
H -6.0115 -1.0344 -4.6092 0.631
H 1.5375 2.9076 0.4848 0.948
```